# 1
{"formula": "C4H9NO3", "method": "ωB97M-V/def2-TZVPD", "largest_force_ev_per_a": 2.257, "smiles": "O=C(CCO)NCO", "homo_ha": -0.3666, "e_above_lowest_kcal_mol": 32.6, "homo_lumo_gap_ha": 0.392, "elements": ["O", "C", "C", "C", "O", "N", "C", "O", "H", "H", "H", "H", "H", "H", "H", "H", "H"], "positions_angstrom": [[1.4187, 1.8682, 0.8164], [0.4879, 1.1567, 0.4894], [0.3580, 0.7562, -0.9943], [1.0176, -0.6210, -1.0965], [1.4579, -0.7978, -2.4608], [-0.4503, 0.7561, 1.4037], [-1.5902, -0.0507, 1.1774], [-1.4250, -1.4399, 1.4924], [0.6945, 1.5321, -1.6644], [-0.7095, 0.6947, -1.2566], [0.2952, -1.3775, -0.8178], [1.9463, -0.5804, -0.5277], [1.6836, -1.7017, -2.6055], [-0.2953, 1.1305, 2.3300], [-1.9484, -0.0123, 0.1496], [-2.4217, 0.2796, 1.7989], [-0.5193, -1.5927, 1.7659]]}

# 2
{"formula": "C4H10O2S", "method": "ωB97M-V/def2-TZVPD", "largest_force_ev_per_a": 3.428, "homo_ha": -0.3447, "e_above_lowest_kcal_mol": 72.4, "homo_lumo_gap_ha": 0.368, "elements": ["C", "C", "C", "C", "O", "O", "S", "H", "H", "H", "H", "H", "H", "H", "H", "H", "H"], "positions_angstrom": [[-1.0464, 1.1700, -0.9540], [0.0242, 1.7702, 1.3455], [0.8708, -1.4893, 1.0563], [-0.1180, 1.0522, 0.0052], [1.4015, -0.5734, -1.5295], [-1.0444, -2.1341, -1.9318], [1.4549, -0.0231, -0.1852], [-1.8192, 1.8577, -0.6914], [-1.2352, -1.5666, -2.6336], [-0.9055, 0.6870, -1.8830], [-0.7912, 2.1201, 1.8958], [0.4321, 2.6973, 1.0270], [0.7150, 1.2208, 1.9154], [0.5078, -0.9827, 1.9460], [1.8062, -1.8851, 1.3313], [0.0491, -2.1896, 0.7393], [-0.3015, -1.7314, -1.4533]]}

# 3
{"formula": "C33H34Br4N5O2PSiTa", "method": "ωB97M-V/def2-TZVPD", "largest_force_ev_per_a": 0.819, "homo_ha": -0.3761, "e_above_lowest_kcal_mol": 18.4, "homo_lumo_gap_ha": 0.271, "total_charge": 1, "elements": ["Ta", "C", "N", "C", "C", "N", "N", "C", "N", "N", "H", "H", "H", "H", "H", "H", "H", "H", "H", "H", "H", "Br", "C", "C", "Br", "C", "Br", "C", "O", "C", "O", "C", "Br", "C", "C", "C", "C", "C", "C", "P", "C", "C", "C", "C", "C", "C", "C", "C", "C", "C", "C", "C", "H", "H", "H", "H", "H", "H", "H", "H", "H", "H", "H", "H", "H", "H", "C", "Si", "C", "C", "C", "C", "H", "H", "H", "H", "H", "H", "H", "H", "H"], "positions_angstrom": [[-0.3317, -0.3313, -0.0410], [-3.5600, -2.0150, 4.2083], [-2.3539, -1.3813, 3.6851], [-1.2559, -1.1895, 4.6267], [-2.2415, -0.9847, 2.4102], [-1.3206, -0.1834, 1.9499], [-3.2123, -1.4730, 1.5575], [-3.4056, -1.0878, 0.2477], [-4.5539, -1.5337, -0.2979], [-2.5469, -0.3518, -0.3724], [-3.5985, -1.8433, 5.2806], [-3.5555, -3.0949, 4.0367], [-4.4536, -1.5670, 3.7767], [-1.2541, -2.0220, 5.3271], [-1.3636, -0.2560, 5.1822], [-0.3035, -1.2027, 4.1041], [-0.7396, 0.2130, 2.6779], [-3.6940, -2.3053, 1.8535], [-5.2505, -2.0101, 0.2458], [-4.6814, -1.4953, -1.2938], [-2.8378, -0.0974, -1.3085], [1.1847, -7.1286, -0.4488], [1.3034, -5.2571, -0.4269], [2.4471, -4.6145, -0.9179], [3.8835, -5.6023, -1.6087], [2.5234, -3.2186, -0.8986], [3.9901, -2.2378, -1.5323], [1.4607, -2.5115, -0.3810], [1.3754, -1.1596, -0.3230], [0.3219, -3.1353, 0.1061], [-0.6332, -2.2860, 0.5150], [0.2347, -4.5133, 0.0823], [-1.3520, -5.2907, 0.7431], [-2.6388, 5.5104, -3.8952], [-3.3971, 4.4070, -3.5226], [-2.7870, 3.3273, -2.9071], [-1.4120, 3.3365, -2.6732], [-0.6582, 4.4459, -3.0441], [-1.2745, 5.5322, -3.6515], [-0.6399, 1.8922, -1.9178], [1.0489, 2.3073, -1.4690], [2.1666, 1.9588, -2.1138], [3.4721, 2.0561, -1.4609], [3.6012, 2.3997, -0.1767], [2.4329, 2.7027, 0.7192], [1.0653, 2.6636, -0.0067], [-0.6494, 0.4946, -3.0295], [-0.7494, 0.4518, -4.4170], [-0.7470, -0.7840, -5.0431], [-0.6447, -1.9451, -4.2813], [-0.5429, -1.8903, -2.8965], [-0.5550, -0.6574, -2.2356], [-3.1147, 6.3552, -4.3750], [-4.4631, 4.3924, -3.7054], [-3.3847, 2.4725, -2.6107], [0.4098, 4.4594, -2.8653], [-0.6840, 6.3919, -3.9381], [2.1166, 1.5399, -3.1129], [4.3519, 1.8139, -2.0425], [4.5900, 2.4320, 0.2660], [2.6284, 3.5799, 1.3405], [0.3867, 3.4813, 0.2464], [-0.8325, 1.3662, -4.9925], [-0.8228, -0.8477, -6.1203], [-0.6481, -2.9085, -4.7760], [-0.4741, -2.8226, -2.3470], [2.4216, -1.4419, 2.5288], [2.7939, 0.3721, 2.7514], [2.0851, 0.9571, 4.3797], [4.6269, 0.6665, 2.7140], [1.9792, 1.4133, 1.4221], [0.7996, 1.3491, 0.7339], [2.9524, -1.8423, 1.6632], [1.3608, -1.6623, 2.3821], [2.7528, -1.9928, 3.4131], [2.4303, 0.3274, 5.2030], [0.9917, 0.9444, 4.3742], [2.3858, 1.9838, 4.5974], [5.1074, 0.2233, 3.5887], [4.8616, 1.7329, 2.7155], [5.0748, 0.2223, 1.8228]]}

# 4
{"formula": "C3H3BN2", "method": "ωB97M-V/def2-TZVPD", "largest_force_ev_per_a": 6.769, "smiles": "CB(C#N)C#N", "homo_ha": -0.4527, "e_above_lowest_kcal_mol": 10.0, "homo_lumo_gap_ha": 0.392, "elements": ["C", "B", "C", "N", "C", "N", "H", "H", "H"], "positions_angstrom": [[-1.2028, 0.0411, -0.0646], [0.2804, -0.2022, -0.0592], [1.4492, 1.3602, -0.0662], [2.0054, 2.3042, -0.3472], [0.9243, -1.5044, 0.0381], [1.4193, -2.5167, 0.1900], [-1.4408, 1.1442, -0.4016], [-1.4179, 0.0201, 0.9757], [-2.0172, -0.6467, -0.2649]]}

# 5
{"formula": "C6H18AgN3O3", "method": "ωB97M-V/def2-TZVPD", "largest_force_ev_per_a": 1.960, "homo_ha": -0.2141, "e_above_lowest_kcal_mol": 0.0, "homo_lumo_gap_ha": 0.221, "elements": ["Ag", "C", "O", "H", "H", "H", "C", "C", "C", "O", "C", "N", "H", "H", "H", "H", "H", "H", "H", "H", "H", "H", "H", "C", "O", "N", "N", "H", "H", "H", "H"], "positions_angstrom": [[19.4587, -9.6015, 23.0968], [22.8056, -10.7166, 23.0095], [21.9567, -9.6281, 23.0338], [22.9961, -11.1551, 24.0016], [22.3575, -11.5526, 22.4310], [23.7358, -10.5678, 22.4373], [19.4964, -9.0571, 19.1341], [18.6191, -8.2141, 20.0517], [17.4376, -9.0618, 20.5828], [18.0427, -10.2002, 21.1910], [17.0634, -10.9855, 21.8596], [19.3854, -7.7536, 21.2140], [20.0164, -9.8769, 19.6236], [20.0202, -8.3407, 18.5029], [18.8689, -9.6142, 18.4280], [18.2195, -7.3972, 19.4455], [16.7915, -9.4039, 19.7695], [16.8501, -8.5592, 21.3583], [16.2168, -11.2454, 21.2190], [16.6881, -10.4651, 22.7465], [17.5499, -11.9012, 22.1888], [19.0315, -6.8875, 21.6032], [20.3788, -7.5904, 21.0932], [17.9988, -12.0793, 25.0119], [18.8887, -11.4146, 24.4781], [17.9486, -13.4265, 24.9933], [17.0538, -11.5002, 25.8084], [18.6639, -13.9438, 24.5124], [17.3574, -13.9114, 25.6393], [16.2142, -11.9618, 26.0934], [17.2573, -10.5292, 25.9781]]}

# 6
{"formula": "C21H53B4F16N5O3", "method": "ωB97M-V/def2-TZVPD", "largest_force_ev_per_a": 4.527, "homo_ha": -0.3108, "e_above_lowest_kcal_mol": 303.6, "homo_lumo_gap_ha": 0.241, "elements": ["C", "C", "N", "C", "C", "N", "C", "C", "H", "H", "H", "H", "H", "H", "H", "H", "H", "H", "H", "C", "N", "C", "C", "C", "C", "O", "H", "H", "H", "H", "H", "H", "H", "H", "H", "H", "H", "H", "H", "H", "C", "N", "C", "C", "C", "C", "O", "H", "H", "H", "H", "H", "H", "H", "H", "H", "H", "H", "H", "H", "H", "C", "N", "C", "C", "C", "C", "O", "H", "H", "H", "H", "H", "H", "H", "H", "H", "H", "H", "H", "H", "H", "B", "F", "F", "F", "F", "B", "F", "F", "F", "F", "B", "F", "F", "F", "F", "B", "F", "F", "F", "F"], "positions_angstrom": [[1.9439, 4.3739, -10.6998], [2.9641, 5.3192, -10.1472], [3.0628, 5.2874, -8.6707], [2.0292, 5.3201, -7.7526], [2.4401, 5.3950, -6.5128], [3.8422, 5.3281, -6.5356], [4.2315, 5.2798, -7.8186], [4.7716, 5.4344, -5.5090], [1.0426, 4.5659, -10.1177], [2.2290, 3.3299, -10.5697], [1.8340, 4.4946, -11.7775], [2.9007, 6.2789, -10.6602], [3.9289, 4.9720, -10.5167], [0.9978, 5.4063, -8.0610], [1.9150, 5.3780, -5.5691], [5.2877, 5.2772, -8.0439], [4.4444, 4.9901, -4.5691], [5.2427, 6.4168, -5.5415], [5.5362, 4.6817, -5.7013], [-5.2322, 9.7062, 3.8048], [-5.8678, 8.3558, 4.2301], [-7.3714, 8.5795, 4.2122], [-5.5723, 7.4411, 3.0770], [-5.3557, 7.7469, 5.5910], [-6.3290, 6.6640, 6.2076], [-6.0287, 5.5478, 5.4703], [-5.1738, 10.3883, 4.6529], [-5.7737, 10.1970, 2.9962], [-4.2058, 9.4886, 3.5095], [-7.8127, 7.5866, 4.2991], [-7.6365, 9.1120, 3.2988], [-7.6544, 9.2302, 5.0396], [-4.5288, 7.1273, 3.0514], [-5.6727, 7.9934, 2.1426], [-6.1873, 6.5499, 3.2015], [-5.5234, 8.5884, 6.2631], [-4.2972, 7.4892, 5.6273], [-7.3858, 6.9300, 6.2293], [-6.0346, 6.4321, 7.2312], [-6.8398, 5.1045, 5.7293], [-1.2742, -15.3517, 1.4221], [0.0454, -14.8648, 0.8383], [1.2733, -15.3418, 1.6491], [0.2532, -15.4531, -0.5133], [-0.0952, -13.2757, 0.7126], [0.2604, -12.3469, 1.9522], [-0.5920, -12.7415, 3.1122], [-2.1085, -15.2349, 0.7304], [-1.5028, -14.9324, 2.4019], [-1.0329, -16.4098, 1.5245], [1.1516, -15.2689, 2.7298], [2.1132, -14.7736, 1.2492], [1.3999, -16.3998, 1.4195], [0.3060, -16.5419, -0.5157], [1.2136, -14.9656, -0.6804], [-0.4471, -15.1282, -1.2829], [-0.9443, -12.9989, 0.0877], [0.7952, -13.1618, 0.0944], [0.0893, -11.3398, 1.5721], [1.3253, -12.3881, 2.1808], [-1.1719, -12.0402, 3.4180], [1.5576, 0.4720, 1.9853], [0.6369, -0.5308, 1.2115], [0.6434, -1.9643, 1.8123], [-0.7838, -0.0167, 1.4523], [0.9657, -0.3851, -0.3494], [2.3044, -0.9314, -0.8042], [3.2925, -0.0742, -0.3196], [1.5270, 1.4372, 1.4797], [2.5951, 0.1396, 1.9504], [1.1709, 0.5744, 2.9992], [-0.1342, -2.5685, 1.3449], [0.4200, -1.8190, 2.8692], [1.6217, -2.4246, 1.6741], [-0.7830, 1.0537, 1.2464], [-1.0938, -0.1291, 2.4912], [-1.5334, -0.6781, 1.0180], [0.9089, 0.6558, -0.6678], [0.0821, -0.8226, -0.8142], [2.3161, -0.7941, -1.8855], [2.4554, -1.9592, -0.4742], [4.1391, -0.3558, -0.6741], [9.0758, -2.0899, -4.8251], [8.4653, -0.8710, -4.9151], [9.6005, -2.3825, -6.0422], [9.9785, -2.2955, -3.7721], [8.1569, -3.0642, -4.5719], [2.0251, 0.0294, 9.6989], [3.0492, 0.9190, 10.0836], [1.4804, -0.5495, 10.8303], [0.9931, 0.7695, 9.0636], [2.4273, -0.9449, 8.8308], [-4.8911, 3.6206, -3.9738], [-3.9897, 4.2591, -3.1607], [-4.2421, 2.5406, -4.5101], [-5.9765, 3.2077, -3.2693], [-5.1920, 4.3637, -5.0515], [2.2659, 8.1382, 2.5986], [2.3239, 9.5441, 2.7592], [1.7091, 7.5523, 3.6732], [1.6530, 7.7906, 1.3864], [3.5609, 7.7545, 2.4285]]}

# 7
{"formula": "C3H5BrO", "method": "ωB97M-V/def2-TZVPD", "largest_force_ev_per_a": 7.165, "spin_multiplicity": 3, "homo_ha": [-0.2249, -0.3990], "s2": 2.01, "e_above_lowest_kcal_mol": 8.0, "homo_lumo_gap_ha": [0.257, 0.393], "elements": ["C", "C", "C", "O", "Br", "H", "H", "H", "H", "H"], "positions_angstrom": [[0.5314, 0.1822, 0.2021], [-0.3817, -1.0792, -1.5605], [0.0932, 0.9671, 1.3784], [-0.3641, -0.2077, -0.5864], [-1.9973, -1.3994, -2.5353], [1.5284, -0.2967, 0.1917], [0.4573, -1.5188, -2.0803], [0.8739, 0.9374, 2.0536], [-0.7001, 0.4067, 1.6913], [-0.0409, 2.0084, 1.2453]]}

# 8
{"formula": "C4H2CoO2", "method": "ωB97M-V/def2-TZVPD", "largest_force_ev_per_a": 4.855, "spin_multiplicity": 5, "homo_ha": [-0.5037, -0.5381], "s2": 6.03, "e_above_lowest_kcal_mol": 45.4, "homo_lumo_gap_ha": [0.277, 0.283], "total_charge": 1, "elements": ["O", "H", "C", "C", "C", "C", "O", "Co", "H"], "positions_angstrom": [[0.8231, 1.4773, -0.0339], [1.0324, 2.1008, 0.6758], [1.0768, -0.4968, 1.5093], [-0.1089, -0.0627, 1.2582], [-0.4753, 0.6067, 0.0923], [-0.9324, -0.2294, -0.9791], [-0.6561, -1.4632, -0.9937], [0.4921, -2.1870, 0.3847], [-1.2517, 0.2543, -1.9137]]}